one | An isolated ion of composition C4H9ClN and charge +1. Source: the OMol25 dataset; level of theory: ωB97M-V with the def2-TZVPD basis set.

Output
gap between HOMO and LUMO (spin up / spin down) = 0.2837 / 0.2796 hartree
net charge = +1
lowest unoccupied orbital energy (spin up / spin down) = -6.15 / -6.19 eV
2S+1 = 1
SMILES = CC(Cl)=[N+](C)C

Element x y z (Å)
C -1.25878 -0.32789 0.03525
C -1.22948 -1.76633 0.01008
C 0.33606 1.94946 -0.00116
C 1.49168 -0.25300 -0.03452
N 0.32468 0.54453 -0.13229
Cl -2.52544 0.68333 0.06652
H -2.24631 -2.15316 -0.04512
H -0.65526 -2.14331 -0.84040
H -0.74399 -2.15976 0.90844
H 0.37422 2.42236 -0.98905
H 1.22150 2.25562 0.56067
H -0.54891 2.32069 0.51458
H 1.84594 -0.34839 0.99914
H 2.28182 0.22674 -0.61742
H 1.33227 -1.25089 -0.43471

two | A 2-piece molecular cluster, C4H9ClN overall. Source: the OMol25 dataset; level of theory: ωB97M-V with the def2-TZVPD basis set.

Output
gap between HOMO and LUMO (spin up / spin down) = 0.3285 / 0.2762 hartree
net charge = +1
lowest unoccupied orbital energy (spin up / spin down) = -5.71 / -6.63 eV
2S+1 = 1

Element x y z (Å)
C 1.26589 0.13190 -0.09057
C 1.07163 -2.61787 -0.07054
C 0.08663 2.25129 0.04850
C -1.01187 -0.00686 -0.03867
N 0.17670 0.79620 0.09928
Cl 2.68754 0.95854 0.03302
H 0.27053 -2.80728 -0.67580
H 2.07109 -2.78736 -0.38232
H 0.96939 -2.53784 0.96151
H 0.11666 2.65140 -1.00046
H 0.93533 2.76357 0.52170
H -0.86513 2.61522 0.59072
H -1.05222 -0.58383 -1.05248
H -1.94242 0.51543 -0.09408
H -1.13048 -0.79078 0.67734

Which of them is the least stable? Correct choice: two.

one | C8H18Si2 as an isolated structure. Source: the OMol25 dataset; level of theory: ωB97M-V with the def2-TZVPD basis set.

Output
gap between HOMO and LUMO = 0.3838 hartree
lowest unoccupied orbital energy = 0.80 eV
2S+1 = 1

Element x y z (Å)
C -0.15943 -0.27304 0.87813
C -0.54036 -0.00598 -0.23837
C 2.77802 0.84867 1.75305
C 0.95204 -2.66353 2.62556
C -3.26579 0.54986 -2.01126
C -0.56630 2.09728 -2.62978
C -0.85215 -1.04553 -3.08739
C 1.83520 0.53312 2.84034
Si 0.45589 -0.75655 2.50774
Si -1.32651 0.44115 -1.92989
H 3.01485 0.02435 1.10494
H 2.47802 1.64392 1.05650
H 3.78118 0.94367 2.15726
H 1.65964 -3.07012 1.90820
H 1.56438 -2.77066 3.49608
H 0.12397 -3.17231 2.71646
H -3.68750 0.13190 -1.10908
H -3.51485 1.70798 -1.93851
H -3.67543 0.06301 -2.93992
H -1.31941 2.88437 -2.82114
H -0.24429 2.57070 -1.70759
H 0.01419 1.89477 -3.50292
H -0.27725 -1.81322 -2.57905
H -1.80776 -1.53762 -3.27723
H -0.34079 -0.46973 -3.89915
H 1.28228 1.41977 3.24694
H 2.43114 0.23444 3.64386
H -0.79299 -0.41069 3.73625

two | One molecule with the formula C8H18Si2. Source: the OMol25 dataset; level of theory: ωB97M-V with the def2-TZVPD basis set.

Output
gap between HOMO and LUMO = 0.3752 hartree
lowest unoccupied orbital energy = 0.86 eV
2S+1 = 1
SMILES = C=C[Si](C)(C=C)[Si](C)(C)C

Element x y z (Å)
C 0.43899 0.48694 2.64577
C 2.97587 -0.57727 -0.58050
C 0.46613 1.55502 1.87246
C 2.40406 0.58542 -0.11311
C -0.00301 2.79696 -0.77079
C -0.11457 -2.61049 -0.40050
C -1.64213 -0.70841 -2.17684
C -2.01445 -0.70415 0.99831
Si 0.58683 1.04884 0.03732
Si -0.67377 -0.77579 -0.46610
H 0.30453 0.57889 3.69492
H 0.77726 -0.49029 2.41744
H 4.06411 -0.74710 -0.60223
H 2.35949 -1.31247 -1.12568
H 0.28367 2.64352 2.23736
H 3.02125 1.41380 0.10498
H 0.62269 3.66919 -0.66613
H -0.39208 2.75944 -1.73408
H -0.85662 3.19920 -0.21165
H 0.12039 -2.98056 0.60470
H -0.99677 -3.09991 -0.73321
H 0.65985 -2.97396 -1.09523
H -2.56062 -1.36514 -2.51819
H -1.93072 0.34619 -2.31127
H -0.90207 -0.84070 -2.99289
H -2.32028 0.35265 1.02451
H -2.88883 -1.32534 0.80260
H -1.78917 -0.92449 2.05802

Which of them is the least stable? Correct choice: one.

one | One molecule with the formula C7H11N. Source: the OMol25 dataset; level of theory: ωB97M-V with the def2-TZVPD basis set.

Output
gap between HOMO and LUMO = 0.3523 hartree
lowest unoccupied orbital energy = 1.08 eV
2S+1 = 1
SMILES = C1N[C@H]2[C@H]3C[C@@H]1[C@@H]2C3

Element x y z (Å)
C -1.74687 0.27383 0.34803
C -0.19125 -1.21309 -0.23652
C 1.08211 -0.31960 -0.85499
C 0.36762 1.07642 -0.79858
C -0.31574 0.85642 0.54949
C 0.33144 -0.50915 1.04939
C 1.74282 -0.38294 0.53555
H -2.07691 0.01075 1.34599
H -2.24974 1.16052 -0.11704
H -1.93993 -0.98543 -1.44505
H 0.21813 -2.26882 -0.28757
H 1.68505 -0.56588 -1.81223
H -0.28258 1.17923 -1.58461
H 0.86177 2.23387 -0.67117
H -0.52724 1.77964 1.17077
H -0.06983 -0.77142 2.01367
H 2.31981 0.59559 0.62116
H 2.39542 -1.16408 0.60676
N -1.60407 -0.98587 -0.43305

two | One molecule with the formula C7H11N. Source: the OMol25 dataset; level of theory: ωB97M-V with the def2-TZVPD basis set.

Output
gap between HOMO and LUMO = 0.3714 hartree
lowest unoccupied orbital energy = 0.92 eV
2S+1 = 1
SMILES = C#C[C@]1(N)[C@H](C)[C@@H]1C

Element x y z (Å)
C -0.88221 0.45016 -1.84718
C -0.66128 0.65764 -0.27583
C 0.58823 0.85554 0.58706
C 1.86824 0.51526 -0.12905
C -0.28299 -0.22550 0.84751
C 0.05420 -1.53595 0.43760
C 0.35969 -2.54852 -0.03630
H -0.63105 -0.79094 -2.10457
H -2.10221 0.70893 -2.31656
H -0.12603 1.36121 -2.27506
H -1.35360 1.52523 0.06792
H 0.42613 1.58899 1.39278
H 1.43910 -0.09468 -1.01064
H 2.68709 -0.06014 0.56742
H 2.27156 1.46893 -0.47193
H -0.65414 -0.28050 2.89427
H -2.17414 0.35689 2.10050
H 0.45771 -3.60234 -0.37618
N -1.28430 -0.35023 1.94825

Which of them is the least stable? Correct choice: two.

one | C15H30O5 as an isolated structure. Source: the OMol25 dataset; level of theory: ωB97M-V with the def2-TZVPD basis set.

Output
gap between HOMO and LUMO = 0.3656 hartree
lowest unoccupied orbital energy = 0.63 eV
2S+1 = 1

Element x y z (Å)
C -2.01322 -0.92892 0.39454
C -1.68722 -0.71292 -1.07746
O -1.74522 0.31808 -1.62746
C -1.21722 -2.07292 -1.83946
H -2.71822 -0.18092 0.62954
H -1.16622 -0.94692 1.20854
H -2.46622 -2.19192 0.41654
H -0.91922 -2.68192 -0.97146
H -0.50822 -1.71092 -2.47646
H -1.81422 -2.34792 -2.62346
C -1.30922 1.28908 3.50154
C -2.13922 0.13308 3.80454
O -1.76022 -1.07092 3.62054
C -3.47322 0.38308 4.53854
H -1.13322 1.78508 4.51054
H -1.84822 2.04208 2.91154
H -0.44922 1.03608 2.90154
H -4.16822 -0.42792 4.27254
H -3.95222 1.15308 3.92354
H -3.36922 0.38308 5.57054
C 0.07878 -0.08092 -5.81846
C 1.23578 0.16808 -4.95846
O 2.22078 -0.59792 -5.04746
C 1.37678 1.46908 -4.27146
H -0.68022 -0.41692 -5.10846
H 0.48878 -0.81792 -6.50346
H -0.33822 0.97708 -6.23246
H 2.48478 1.40108 -3.89746
H 0.67278 1.87608 -3.61046
H 1.61778 2.08508 -5.13846
C 1.14778 -2.91292 2.63054
C 2.24278 -3.39092 1.70654
O 2.10578 -3.33692 0.47654
C 3.53978 -4.00392 2.24754
H 0.27278 -3.17092 2.18654
H 1.13578 -1.78992 2.59654
H 1.29978 -3.25392 3.59554
H 3.49078 -4.13192 3.46754
H 4.24078 -3.36092 2.00654
H 3.84978 -4.94192 1.76854
C 1.00278 2.14908 -0.38346
C 0.29778 3.33808 0.07054
O -0.69422 3.34908 0.87254
C 0.76978 4.77708 -0.46346
H 2.00478 2.41108 -0.86646
H 0.62078 1.81408 -1.34846
H 0.99578 1.59308 0.25354
H 1.25478 4.77408 -1.40946
H 1.29278 5.38008 0.20154
H -0.17122 5.39708 -0.61146

two | A 5-piece molecular cluster, C15H30O5 overall. Source: the OMol25 dataset; level of theory: ωB97M-V with the def2-TZVPD basis set.

Output
gap between HOMO and LUMO = 0.3646 hartree
lowest unoccupied orbital energy = 0.49 eV
2S+1 = 1
SMILES = CC(C)=O.CC(C)=O.CC(C)=O.CC(C)=O.CC(C)=O

Element x y z (Å)
C -0.99828 0.04307 -3.26129
C -1.93396 1.20627 -3.35308
O -2.58959 1.44299 -4.33866
C -2.10438 2.03965 -2.11844
H -1.31000 -0.71278 -2.53859
H 0.01493 0.32225 -2.96190
H -0.90630 -0.48740 -4.21033
H -2.29867 1.42696 -1.23335
H -2.93343 2.74310 -2.21919
H -1.25787 2.67882 -1.86098
C -4.39814 -3.53357 -1.83362
C -3.96653 -2.49282 -0.83907
O -3.64741 -2.77436 0.28960
C -3.82916 -1.07480 -1.33342
H -5.44667 -3.35544 -2.08596
H -4.27244 -4.53790 -1.43759
H -3.79844 -3.46436 -2.74238
H -4.73377 -0.47359 -1.34558
H -3.45959 -1.04686 -2.36675
H -2.98827 -0.62903 -0.80653
C 3.24193 -1.66589 4.00971
C 3.62225 -1.89539 5.43759
O 4.65931 -2.36487 5.70138
C 2.69187 -1.45017 6.52527
H 2.68771 -2.44621 3.48955
H 4.16079 -1.56382 3.42189
H 2.75017 -0.69841 3.88383
H 2.38499 -0.40334 6.40475
H 3.21056 -1.48996 7.47942
H 1.76251 -2.02377 6.51591
C 0.53994 -1.25537 0.69738
C 0.49163 0.02422 1.47669
O 0.71208 1.07285 0.96892
C 0.03218 -0.04392 2.89496
H 1.29968 -1.91581 1.12024
H 0.77322 -1.01554 -0.33487
H -0.42518 -1.75310 0.77322
H 0.42300 -0.94893 3.36827
H -1.04966 -0.11083 3.03580
H 0.35030 0.84783 3.43118
C 1.99878 2.78609 -1.65757
C 1.68364 3.23281 -3.07898
O 0.66240 2.96068 -3.68072
C 2.78723 4.00746 -3.74245
H 1.13343 2.91914 -1.01207
H 2.76993 3.46340 -1.28874
H 2.27866 1.73751 -1.64808
H 3.73498 3.47608 -3.63550
H 2.90575 4.94461 -3.18201
H 2.58387 4.25246 -4.77788

three | C15H30O5 as an isolated structure. Source: the OMol25 dataset; level of theory: ωB97M-V with the def2-TZVPD basis set.

Output
gap between HOMO and LUMO = 0.2434 hartree
lowest unoccupied orbital energy = 0.09 eV
2S+1 = 1

Element x y z (Å)
C 0.35733 -2.00379 -1.69870
C 0.60033 -1.37906 -0.37654
O -0.34206 -1.07046 0.35155
C 2.03633 -1.00761 -0.07634
H 0.89064 -2.94887 -1.59612
H 0.75360 -1.34728 -2.47333
H -0.69415 -2.25819 -1.83208
H 2.37910 -0.96694 0.95756
H 2.25217 0.00141 -0.42763
H 2.74710 -1.61842 -0.63295
C -2.33529 0.54454 0.62721
C -2.21672 1.24735 -0.71703
O -2.19321 2.46760 -0.78942
C -1.91748 0.40207 -1.96075
H -3.03885 1.12917 1.21993
H -1.38068 0.42253 1.13899
H -2.69951 -0.47794 0.52739
H -0.90284 0.01642 -1.86136
H -2.08342 0.96337 -2.88025
H -2.55349 -0.48141 -1.90548
C 0.75194 0.24838 2.25732
C -0.01608 1.42598 1.74655
O -0.74016 2.05591 2.51139
C 0.15781 1.74221 0.24297
H 1.78540 0.55762 2.10104
H 0.36865 -0.62907 1.73646
H 0.56471 0.17269 3.32845
H -0.69035 2.36771 -0.03537
H 0.31765 0.90712 -0.43905
H 1.05887 2.35331 0.19056
C 2.58168 1.10165 -3.15009
C 2.08714 1.36864 -1.75963
O 2.90872 1.34186 -0.84716
C 0.67121 1.85158 -1.50037
H 1.76401 0.84098 -3.82207
H 3.31865 0.29942 -3.11266
H 2.97296 1.99569 -3.63557
H 0.35487 2.59683 -2.23020
H 0.64999 2.42325 -0.57256
H -0.02970 1.01700 -1.48308
C -0.35688 -1.54670 3.39756
C -1.27961 -1.17809 2.20131
O -1.65819 -0.02512 2.03700
C -1.60910 -2.28667 1.22619
H -0.71623 -2.48559 3.81885
H -0.40727 -0.81185 4.20103
H 0.66315 -1.71912 3.05419
H -0.82706 -3.03760 1.11382
H -1.76072 -1.88361 0.22487
H -2.54491 -2.69890 1.60359

Which of them is the least stable? Correct choice: three.

one | A 3-piece molecular cluster, CH4N2 overall. Source: the OMol25 dataset; level of theory: ωB97M-V with the def2-TZVPD basis set.

Output
gap between HOMO and LUMO = 0.3904 hartree
lowest unoccupied orbital energy = 0.30 eV
2S+1 = 1

Element x y z (Å)
C 0.10933 0.89929 -0.29655
N 0.44336 -0.29648 0.43107
N 1.28957 0.99749 0.42587
H -1.85325 -1.44800 -0.84792
H -2.42380 -0.84758 -1.00010
H 0.29870 -0.34215 1.42856
H 2.13611 1.03744 -0.14091

two | One molecule with the formula CH4N2. Source: the OMol25 dataset; level of theory: ωB97M-V with the def2-TZVPD basis set.

Output
gap between HOMO and LUMO = 0.3756 hartree
lowest unoccupied orbital energy = 1.04 eV
2S+1 = 1
SMILES = [H]/N=C\N

Element x y z (Å)
N 0.77450 0.14601 -0.41588
C -0.49333 0.30565 0.08215
N -1.11239 -0.45006 0.89782
H 1.25760 0.92995 -0.80961
H 1.23560 -0.73481 -0.27142
H -0.97130 1.18344 -0.34364
H -0.69069 -1.38018 0.86058

three | One molecule with the formula CH4N2. Source: the OMol25 dataset; level of theory: ωB97M-V with the def2-TZVPD basis set.

Output
gap between HOMO and LUMO = 0.4129 hartree
lowest unoccupied orbital energy = 0.98 eV
2S+1 = 1
SMILES = [H]/N=C\N

Element x y z (Å)
N -1.12718 -0.04846 -0.09941
C 0.24416 -0.19101 0.34355
N 1.24076 0.28941 -0.29023
H -1.72474 0.38181 0.67203
H -1.53716 -0.94755 -0.24829
H 0.17491 -0.75745 1.31653
H 0.82703 0.78264 -1.07413

Which of them is the least stable? Correct choice: one.

one | A 2-piece molecular cluster, C7H8OS overall. Source: the OMol25 dataset; level of theory: ωB97M-V with the def2-TZVPD basis set.

Output
gap between HOMO and LUMO = 0.3300 hartree
lowest unoccupied orbital energy = 0.47 eV
2S+1 = 1
SMILES = C=C1SC1=C.CC#CO

Element x y z (Å)
C 1.94029 0.20528 0.37396
C 1.62979 0.56084 -0.72776
C -1.25587 -1.04616 0.74876
C -2.15507 -0.01254 0.36384
C -0.36579 -1.56463 1.53905
C -2.83367 1.13393 0.48044
C 1.34903 0.64365 -2.14284
O 2.47659 -0.11661 1.54442
S -1.78950 -1.15178 -0.92204
H 0.29050 -2.29671 1.17322
H -0.15849 -1.31804 2.63636
H -3.33206 1.56345 -0.30906
H -2.98159 1.76401 1.40152
H 0.43689 0.05501 -2.38691
H 2.12505 0.35707 -2.74367
H 1.22675 1.61735 -2.48414
H 3.39715 -0.39410 1.45484

two | One molecule with the formula C7H8OS. Source: the OMol25 dataset; level of theory: ωB97M-V with the def2-TZVPD basis set.

Output
gap between HOMO and LUMO (spin up / spin down) = 0.2691 / 0.2907 hartree
lowest unoccupied orbital energy (spin up / spin down) = -1.23 / -0.48 eV
2S+1 = 1

Element x y z (Å)
C 0.61148 1.80862 0.20854
C -0.46397 1.35968 0.87248
C 1.34629 1.47639 -1.02703
C -1.27507 0.07607 0.75600
C 0.50406 1.06747 -2.21653
C -0.79910 -0.68089 -0.44548
C 0.36387 -1.59986 -0.48403
O 2.53356 1.68691 -1.23803
S -1.05026 0.18826 -2.02521
H 1.03792 2.70458 0.66303
H -0.70435 2.04408 1.72730
H -1.23764 -0.41302 1.69391
H -2.29128 0.26672 0.47170
H 1.06512 0.91359 -3.08083
H 1.27315 -1.00307 -0.30183
H 0.34031 -2.20258 -1.42170
H 0.18173 -2.48015 0.21394

Which of them is the least stable? Correct choice: one.